*i*
Here is a cluster of 3 separate species, C4H14NO2 in total from OMol25. Energies are from ωB97M-V with the def2-TZVPD basis set.

Summary:
- Highest occupied orbital energy (spin up / spin down): -2.71 / -7.47 eV
- Orbital gap (spin up / spin down): 2.8 / 7.4 eV
- Total charge: 0
- Spin multiplicity: 2

```
21
Properties=species:S:1:pos:R:3:lowdin_spin:R:1
C 1.59152 0.60351 2.35095 0.016
C 2.02799 -0.09604 1.09463 0.055
C 1.00556 -0.60593 0.10170 0.348
C 1.02899 -0.50888 -1.25860 0.301
N -0.21417 -0.95664 -1.95954 0.066
H 1.05407 0.01325 3.07513 0.001
H 1.04323 1.53337 2.20655 0.002
H 2.47057 0.95440 2.89258 0.002
H 2.61633 -0.96377 1.36448 0.020
H 2.75322 0.51041 0.56444 0.002
H 0.20367 -1.02526 0.71023 0.043
H 1.76948 -0.11162 -1.94333 0.031
H -1.05885 -0.69949 -1.41633 0.011
H -0.24554 -0.45695 -2.82377 0.006
H -0.18011 -1.99099 -2.05641 0.035
H -2.94124 -1.00069 -2.68196 0.006
H -3.50884 -0.04855 -1.61909 0.007
O -2.77763 -0.63418 -1.80599 0.027
H -2.71437 1.61095 0.51216 0.005
H -2.05990 2.21268 1.71576 0.002
O -1.86398 1.66041 0.97640 0.014
```



*ii*
Here is a cluster of 2 separate species, C4H14NO2 in total from OMol25. Energies are from ωB97M-V with the def2-TZVPD basis set.

Summary:
- Highest occupied orbital energy (spin up / spin down): -3.17 / -10.69 eV
- Orbital gap (spin up / spin down): 3.9 / 11.2 eV
- Total charge: 0
- Spin multiplicity: 2

```
21
Properties=species:S:1:pos:R:3:lowdin_spin:R:1
C -0.35445 -0.39509 1.49065 0.098
C -1.13856 0.81071 1.02509 0.042
C -1.15915 1.16538 -0.47305 0.022
C -0.85150 0.05994 -1.46520 0.022
O -1.64617 -1.12489 -1.20140 0.006
N 1.12940 -0.21511 1.36768 0.183
H -0.67583 -1.28483 0.96211 0.014
H -0.55786 -0.60563 2.53745 0.039
H -2.17492 0.62473 1.31842 0.004
H -0.88197 1.69260 1.60555 0.023
H -0.51654 2.03384 -0.64700 0.017
H -2.14648 1.57288 -0.73315 0.001
H -1.08650 0.36179 -2.48761 0.002
H 0.17069 -0.28954 -1.34937 0.014
H -2.57282 -0.87182 -1.14772 0.000
H 1.42488 0.65528 1.88322 0.169
H 1.45275 -0.18698 0.38618 0.028
H 1.60746 -1.00896 1.86251 0.145
H 3.84338 -0.02464 -0.35286 0.037
H 2.99008 0.07843 -1.61430 0.022
O 2.98904 -0.31199 -0.72664 0.112
```



*iii*
Here is a cluster of 3 separate species, C4H14NO2 in total from OMol25. Energies are from ωB97M-V with the def2-TZVPD basis set.

Summary:
- Highest occupied orbital energy (spin up / spin down): -2.60 / -7.45 eV
- Orbital gap (spin up / spin down): 2.7 / 7.4 eV
- Total charge: 0
- Spin multiplicity: 2

```
21
Properties=species:S:1:pos:R:3:lowdin_spin:R:1
C -0.48067 -1.42133 0.86014 0.024
C 0.94797 -1.29263 1.45706 0.032
C 1.19163 0.21275 1.50278 0.295
C 2.18080 0.61840 0.59478 0.282
N -0.81429 -0.43854 -0.23923 0.028
H -0.74460 -2.41929 0.45834 0.013
H -1.15914 -0.96078 1.61838 0.006
H 1.04895 -1.73475 2.45135 0.011
H 1.64181 -1.73828 0.74462 0.008
H 0.48249 0.76672 2.07851 0.030
H 2.50799 1.61182 0.32252 0.046
H 2.67374 -0.16606 0.03408 0.056
H -0.17424 -0.73384 -0.98665 0.025
H -1.80678 -0.43658 -0.46211 0.006
H -0.71772 0.56570 -0.07774 0.014
H -3.52862 1.64053 -0.29859 0.002
H -2.17552 2.38237 0.26965 0.004
O -2.58208 1.59813 -0.12397 0.020
H 1.02512 0.02867 -3.49267 0.022
H 0.29714 1.43258 -3.33265 0.016
O 0.18601 0.48442 -3.37862 0.062
```



List of relative energies, unit kJ/mol: *i* 131.2; *ii* 0.0; *iii* 176.0



*i*
Here is a cluster of 2 separate species, C2H9N3O in total from OMol25. Energies are from ωB97M-V with the def2-TZVPD basis set.

Summary:
- Highest occupied orbital energy (spin up / spin down): -13.58 / -13.57 eV
- Orbital gap (spin up / spin down): 9.8 / 5.1 eV
- Total charge: +1
- Spin multiplicity: 2

```
15
Properties=species:S:1:pos:R:3:lowdin_spin:R:1
C 3.04245 -0.18483 0.19642 0.000
O 1.82202 -0.75342 0.71943 0.001
H 3.52467 -0.98605 -0.36130 0.000
H 2.79542 0.61437 -0.50364 0.000
H 3.72213 0.14731 0.97488 0.000
H 1.73742 -0.39650 1.60011 0.000
N -1.34806 -0.54433 -1.08346 0.125
C -1.83768 0.44423 -0.27537 0.084
N -2.23241 0.02056 0.95906 0.114
N -2.15650 1.64732 -0.68212 0.650
H -1.47635 -0.40029 -2.07881 0.002
H -1.63837 -1.46577 -0.78022 0.003
H -1.63765 -0.71915 1.30979 0.003
H -2.48313 0.73347 1.63993 0.001
H -1.83396 1.84306 -1.63470 0.017
```



*ii*
Here is a cluster of 2 separate species, C2H9N3O in total from OMol25. Energies are from ωB97M-V with the def2-TZVPD basis set.

Summary:
- Highest occupied orbital energy (spin up / spin down): -14.65 / -14.60 eV
- Orbital gap (spin up / spin down): 11.1 / 6.3 eV
- Total charge: +1
- Spin multiplicity: 2

```
15
Properties=species:S:1:pos:R:3:lowdin_spin:R:1
C -1.59360 0.23117 -0.35585 0.010
N -0.81755 0.28558 0.90700 0.120
C 0.50147 0.16586 0.91846 0.074
N 1.13562 -0.00059 2.11944 0.060
N 1.20855 0.28062 -0.21282 0.695
H -1.23714 0.99679 -1.03083 0.001
H -1.50038 -0.75544 -0.80664 0.005
H -2.62867 0.43976 -0.10380 0.000
H -1.30122 -0.04568 1.73523 0.004
H 0.61801 -0.49805 2.83735 0.001
H 2.08223 -0.33788 2.05464 0.001
H 2.15616 0.61297 -0.05626 0.019
H 0.74465 -0.63566 -3.39657 0.000
H 0.54980 -0.22558 -1.91722 -0.002
O 0.08206 -0.51386 -2.69214 0.011
```



List of relative energies, unit kJ/mol: *i* 60.0; *ii* 0.0



*i*
Here is a structure of composition C22H26Cl2N5O2Rb from OMol25. Energies are from ωB97M-V with the def2-TZVPD basis set.

Summary:
- Highest occupied orbital energy: -7.06 eV
- Orbital gap: 7.2 eV
- Total charge: 0
- Spin multiplicity: 1

```
58
Properties=species:S:1:pos:R:3:lowdin_charge:R:1
Rb 1.42072 0.67389 -1.95244 0.955
C 3.96069 1.28499 0.35261 -0.112
C 3.35107 2.53422 0.30023 -0.111
C 2.04561 2.68882 0.75012 -0.106
C 1.34721 1.59823 1.25763 -0.119
C 1.95680 0.34981 1.30462 -0.119
C 3.26204 0.19252 0.85150 -0.117
H 4.98168 1.16477 0.01273 0.108
H 3.89406 3.38954 -0.08151 0.108
H 1.56737 3.65913 0.70462 0.112
H 0.32330 1.71994 1.59434 0.073
H 1.40616 -0.50830 1.66809 0.105
H 3.72514 -0.78530 0.87949 0.108
N -1.42527 -0.11457 3.09405 0.044
C -2.89879 -0.19691 3.09986 -0.362
C -3.36140 -0.99981 1.87784 -0.113
C -3.21500 -0.22977 0.56934 -0.287
N -1.77607 -0.05731 0.24257 0.175
C -3.92193 1.12005 0.64324 -0.108
C -3.47156 1.98644 1.81901 -0.373
N -2.11336 2.49208 1.59124 0.050
C -3.54632 1.19209 3.12724 -0.117
H -1.02860 -0.98613 3.42687 0.090
H -1.10167 0.62583 3.70412 0.082
H -1.28324 0.19772 1.10879 0.086
H -3.24932 -0.72727 3.99360 0.132
H -4.41750 -1.25326 2.00590 0.126
H -2.80749 -1.94035 1.82007 0.109
H -3.64248 -0.81028 -0.24844 0.135
H -1.63519 0.70596 -0.45888 0.053
H -1.33936 -0.92807 -0.13449 0.088
H -4.99125 0.91927 0.75309 0.127
H -3.78270 1.66144 -0.29383 0.106
H -4.19534 2.80852 1.90051 0.134
H -1.93760 3.29698 2.18024 0.084
H -1.99187 2.77717 0.62033 0.037
H -4.60223 1.05476 3.37883 0.120
H -3.10955 1.78047 3.94094 0.115
Cl 2.77841 -2.50787 -2.00597 0.641
C 1.28738 -3.41886 -1.85074 -0.568
C 1.28766 -4.73593 -2.31971 -0.140
C 0.15787 -5.49368 -2.22226 -0.622
Cl 0.17168 -7.13252 -2.81298 0.667
C -1.01757 -4.95258 -1.64786 -0.175
C -2.22492 -5.67335 -1.51442 -0.031
C -3.31212 -5.07376 -0.94939 -0.053
C -3.19384 -3.74371 -0.50901 -0.145
N -2.09419 -3.04117 -0.61383 0.120
C -1.00285 -3.61519 -1.17658 -0.128
C 0.18783 -2.77842 -1.27383 -0.425
O 0.18480 -1.57029 -0.86100 -0.245
H 2.18892 -5.13836 -2.76047 0.103
H -2.27159 -6.69531 -1.86465 0.087
H -4.25079 -5.59869 -0.83553 0.102
H -4.04876 -3.25182 -0.05190 0.099
O -0.25272 2.71272 -3.43169 -0.070
C -0.91217 2.45264 -2.45656 -0.676
N -1.49900 2.15807 -1.46869 0.043
```



*ii*
Here is a structure of composition C22H26Cl2N5O2Rb from OMol25. Energies are from ωB97M-V with the def2-TZVPD basis set.

Summary:
- Highest occupied orbital energy: -7.28 eV
- Orbital gap: 7.4 eV
- Total charge: 0
- Spin multiplicity: 1

```
58
Properties=species:S:1:pos:R:3:lowdin_charge:R:1
Rb -0.48233 -2.39092 1.33616 0.915
C -1.95591 -5.02494 -0.23002 -0.128
C -3.07380 -4.27307 0.10916 -0.129
C -3.39575 -3.14001 -0.62710 -0.113
C -2.59843 -2.76091 -1.69856 -0.092
C -1.47120 -3.50244 -2.02801 -0.095
C -1.14927 -4.63559 -1.29360 -0.108
H -1.69980 -5.90433 0.34796 0.109
H -3.68218 -4.55979 0.95769 0.110
H -4.25215 -2.53905 -0.35196 0.102
H -2.85553 -1.87928 -2.27164 0.101
H -0.83451 -3.19149 -2.84634 0.103
H -0.26453 -5.20854 -1.53947 0.110
N 2.53076 -0.64897 -2.48070 0.053
C 2.61399 0.74186 -2.94510 -0.365
C 1.38566 1.12239 -3.78229 -0.113
C 0.08176 1.35258 -3.00971 -0.373
N -0.50245 0.08235 -2.56150 0.061
C 0.31398 2.25063 -1.79553 -0.097
C 1.48137 1.79871 -0.92877 -0.282
N 1.16960 0.50046 -0.27856 0.178
C 2.76572 1.66895 -1.73624 -0.095
H 2.52339 -1.28842 -3.26515 0.086
H 1.25187 -0.26227 -0.96842 0.098
H 3.33239 -0.86568 -1.88921 0.058
H 3.49420 0.89663 -3.58348 0.135
H 1.21762 0.35349 -4.54496 0.114
H 1.62095 2.04211 -4.32464 0.120
H -0.60250 1.88539 -3.68404 0.133
H -0.63750 -0.53814 -3.35094 0.073
H -1.40575 0.24119 -2.12760 0.079
H -0.59439 2.29477 -1.18715 0.124
H 0.52217 3.26713 -2.13669 0.128
H 1.60926 2.51502 -0.11922 0.118
H 0.22264 0.47866 0.17352 0.070
H 1.83888 0.28686 0.46288 0.111
H 3.57165 1.29770 -1.09737 0.118
H 3.04866 2.66549 -2.08284 0.128
Cl -3.44157 -1.34726 2.47460 0.659
C -2.38103 -0.08261 3.06695 -0.590
C -2.57897 0.31451 4.39855 -0.144
C -1.85093 1.32682 4.93697 -0.617
Cl -2.12903 1.79374 6.59319 0.675
C -0.87178 1.99725 4.16614 -0.173
C -0.08188 3.05795 4.65853 -0.027
C 0.85610 3.62849 3.84728 -0.051
C 1.00474 3.13385 2.54285 -0.137
N 0.28697 2.15706 2.04501 0.127
C -0.65530 1.58103 2.82911 -0.124
C -1.42416 0.49113 2.21899 -0.454
O -1.18579 0.09980 1.02331 -0.296
H -3.32887 -0.19032 4.99178 0.103
H -0.22928 3.40378 5.67193 0.088
H 1.48058 4.44143 4.19140 0.104
H 1.75725 3.57155 1.89193 0.100
O 4.17128 -1.03466 0.05437 -0.047
C 3.21592 -1.52311 0.62266 -0.654
N 2.24723 -1.94896 1.15393 -0.088
```



List of relative energies, unit kJ/mol: *i* 0.0; *ii* 35.9